# 1
ORCA calculation (ωB97M-V/def2-TZVPD) on C18H39AsINO5Re as an isolated structure.

Properties
Multiplicity: 2
Gap between HOMO and LUMO (alpha / beta): 8.4 / 7.8 eV
Net charge: +2
Energy relative to the best compared isomer or geometry (same formula, charge and spin): 63.1 kJ/mol
Molecular weight: 737.5 g mol⁻¹
E_tot: -3751.3500 hartree

Cartesian coordinates (Å):
Re: -0.081 -0.071 0.117
C: -3.041 -0.171 -1.114
C: -2.532 -1.536 -1.504
O: -1.139 -1.633 -1.131
C: -0.751 -2.940 -0.668
C: -1.060 -3.072 0.800
O: -0.347 -2.028 1.491
C: -0.779 -1.886 2.864
C: -1.970 -0.965 2.976
O: -1.517 0.282 2.472
C: -2.502 1.279 2.243
C: -3.344 0.952 1.005
O: -2.582 0.032 0.220
H: -4.132 -0.163 -1.157
H: -2.652 0.619 -1.761
H: -2.622 -1.710 -2.577
H: -3.093 -2.303 -0.968
H: 0.318 -3.027 -0.854
H: -1.259 -3.708 -1.252
H: -0.736 -4.046 1.174
H: -2.131 -2.962 0.986
H: 0.066 -1.462 3.405
H: -0.998 -2.872 3.276
H: -2.267 -0.872 4.025
H: -2.823 -1.336 2.401
H: -1.938 2.197 2.082
H: -3.133 1.413 3.124
H: -3.555 1.861 0.437
H: -4.295 0.480 1.261
N: 3.246 -2.509 -0.039
C: 2.662 -1.631 -0.855
O: 1.716 -0.932 -0.455
C: 3.174 -1.537 -2.255
I: 2.257 -3.073 -3.424
H: 2.908 -2.623 0.903
H: 4.009 -3.088 -0.352
H: 4.247 -1.699 -2.310
H: 2.909 -0.583 -2.696
C: 2.664 0.010 2.606
As: 1.430 1.199 1.690
C: 0.738 2.260 3.155
C: 2.657 2.458 0.892
H: 3.165 0.560 3.401
H: 3.414 -0.347 1.901
H: 2.141 -0.841 3.040
H: 1.576 2.715 3.681
H: 0.162 1.647 3.842
H: 0.101 3.050 2.760
H: 3.314 2.847 1.668
H: 2.091 3.276 0.452
H: 3.251 1.977 0.118
C: 0.036 0.367 -3.325
C: 0.162 1.644 -2.491
C: 1.612 2.151 -2.533
C: -0.757 2.720 -3.081
C: -0.204 1.401 -1.035
H: 0.414 0.537 -4.335
H: -1.007 0.056 -3.417
H: 0.587 -0.463 -2.886
H: 1.896 2.359 -3.565
H: 2.300 1.409 -2.124
H: 1.728 3.074 -1.965
H: -0.502 2.905 -4.125
H: -0.662 3.662 -2.539
H: -1.805 2.412 -3.050
H: -0.738 2.276 -0.622

=====

# 2
ORCA calculation (ωB97M-V/def2-TZVPD) on C27H30Cl3GeO5PRuS2 as an isolated structure at a distorted geometry.

Properties
Multiplicity: 2
Gap between HOMO and LUMO (alpha / beta): 6.3 / 7.1 eV
Net charge: -1
Energy relative to the best compared isomer or geometry (same formula, charge and spin): 102.8 kJ/mol
Molecular weight: 809.7 g mol⁻¹
E_tot: -6113.4585 hartree

Cartesian coordinates (Å):
Ru: -0.715 -0.107 -0.412
C: -2.962 4.957 4.023
O: -1.825 4.412 4.671
C: -1.140 3.448 4.000
C: 0.028 2.988 4.657
C: 0.780 2.027 4.052
C: 0.437 1.465 2.798
C: 1.257 0.437 2.207
C: 2.551 0.030 2.888
O: 0.984 -0.158 1.160
C: -0.732 1.945 2.131
O: -1.105 1.565 0.972
C: -1.517 2.945 2.786
H: -3.332 5.745 4.674
H: -3.738 4.200 3.886
H: -2.698 5.374 3.049
H: 0.296 3.410 5.616
H: 1.673 1.684 4.558
H: 2.360 -0.354 3.891
H: 3.226 0.884 2.975
H: 3.021 -0.744 2.288
H: -2.389 3.283 2.244
C: -4.660 -5.324 -0.511
C: -4.386 -3.908 -0.962
O: -3.808 -3.180 0.129
P: -2.430 -2.376 0.009
S: -2.316 -1.049 1.421
S: -2.092 -1.685 -1.815
O: -1.431 -3.613 0.270
C: -0.008 -3.454 0.314
C: 0.635 -4.665 -0.320
H: -5.122 -5.893 -1.321
H: -5.336 -5.328 0.345
H: -3.731 -5.815 -0.219
H: -5.307 -3.393 -1.238
H: -3.717 -3.893 -1.824
H: 0.290 -3.333 1.357
H: 0.296 -2.552 -0.220
H: 0.408 -5.569 0.249
H: 1.718 -4.534 -0.359
H: 0.262 -4.792 -1.338
C: 4.122 -2.644 -2.910
C: 2.887 -3.122 -3.325
C: 1.751 -2.341 -3.160
C: 1.830 -1.080 -2.572
C: 3.072 -0.617 -2.136
C: 4.208 -1.391 -2.312
C: 0.583 -0.287 -2.434
C: 0.451 0.890 -1.765
C: 1.186 2.128 -1.689
C: 1.304 2.891 -0.522
C: 2.000 4.089 -0.532
C: 2.573 4.566 -1.704
C: 2.444 3.830 -2.878
C: 1.763 2.627 -2.871
H: 5.013 -3.244 -3.049
H: 2.806 -4.104 -3.775
H: 0.781 -2.709 -3.479
H: 3.139 0.348 -1.650
H: 5.168 -1.015 -1.980
H: -0.261 -0.682 -2.977
H: 0.832 2.539 0.379
H: 2.079 4.662 0.384
H: 3.101 5.512 -1.709
H: 2.870 4.202 -3.802
H: 1.641 2.057 -3.785
Cl: -2.263 1.518 -3.562
Ge: -2.306 1.452 -1.333
Cl: -4.445 1.247 -0.964
Cl: -2.056 3.596 -0.970

=====

# 3
ORCA calculation (ωB97M-V/def2-TZVPD) on a 2-piece molecular cluster, H6N2 overall at a distorted geometry.

Properties
Gap between HOMO and LUMO: 11.2 eV
SMILES: N.N
Energy relative to the best compared isomer or geometry (same formula, charge and spin): 20.0 kJ/mol
Molecular weight: 34.1 g mol⁻¹
E_tot: -113.0966 hartree

Cartesian coordinates (Å):
N: 1.772 -0.051 -1.728
H: 2.281 -0.863 -1.377
H: 2.068 0.686 -1.128
H: 2.142 0.017 -2.665
N: -1.826 0.063 1.611
H: -2.523 -0.195 0.919
H: -2.160 0.931 2.012
H: -1.755 -0.588 2.358

=====

# 4
ORCA calculation (ωB97M-V/def2-TZVPD) on C24H28BrHgI3N6OS2 as an isolated structure.

Properties
Multiplicity: 2
Gap between HOMO and LUMO (alpha / beta): 5.8 / 6.8 eV
Net charge: -1
Molecular weight: 1141.9 g mol⁻¹
E_tot: -5751.9968 hartree

Cartesian coordinates (Å):
Hg: -0.022 0.478 0.506
S: -1.764 -0.871 -2.331
C: -2.780 -0.936 -1.010
S: -2.919 0.216 0.226
C: -3.625 -2.149 -0.870
C: -4.076 -2.513 0.336
N: -4.476 -2.846 1.414
C: -3.841 -3.077 -1.937
N: -4.035 -3.857 -2.761
I: 2.572 1.668 -2.118
C: 0.600 1.968 -2.825
I: -0.370 3.656 -1.986
H: 0.006 1.101 -2.550
H: 0.649 2.119 -3.895
N: 3.486 -6.791 0.148
C: 3.093 -5.735 -0.077
C: 2.598 -4.410 -0.359
C: 2.976 -3.337 0.439
C: 2.468 -2.080 0.135
N: 1.633 -1.867 -0.881
C: 1.271 -2.903 -1.633
C: 1.726 -4.196 -1.419
H: 3.644 -3.475 1.278
H: 2.697 -1.221 0.760
H: 0.569 -2.693 -2.431
H: 1.400 -5.011 -2.049
C: 2.219 -0.192 4.368
C: 1.659 0.721 3.276
C: 2.511 1.981 3.132
O: 1.576 0.025 2.083
H: 2.236 0.306 5.342
H: 3.239 -0.491 4.109
H: 1.611 -1.096 4.450
H: 0.660 1.046 3.637
H: 3.526 1.701 2.835
H: 2.561 2.553 4.065
H: 2.096 2.620 2.350
N: -2.069 -3.849 3.325
C: -1.641 -2.617 3.999
C: -1.415 -1.539 2.948
N: -0.477 -1.939 1.908
C: -0.735 -3.262 1.365
C: -1.004 -4.318 2.431
H: -3.848 -3.362 2.047
H: -2.269 -4.563 4.014
H: -0.713 -2.779 4.570
H: -2.421 -2.302 4.697
H: -1.036 -0.628 3.416
H: -2.369 -1.286 2.481
H: 0.481 -1.801 2.218
H: 0.122 -3.567 0.765
H: -1.592 -3.205 0.690
H: -0.074 -4.510 2.992
H: -1.318 -5.253 1.961
Br: -3.554 5.261 4.685
C: -3.733 4.856 2.843
C: -4.745 5.498 2.142
C: -4.923 5.239 0.793
C: -4.089 4.340 0.144
C: -3.078 3.704 0.844
C: -2.894 3.955 2.200
I: -1.348 2.931 3.150
H: -5.388 6.196 2.661
H: -5.719 5.737 0.254
H: -4.224 4.118 -0.906
H: -2.438 2.992 0.341

=====

# 5
ORCA calculation (ωB97M-V/def2-TZVPD) on C27H24Cl2I2N6OSTi as an isolated structure.

Properties
Multiplicity: 3
Gap between HOMO and LUMO (alpha / beta): 5.8 / 7.4 eV
Energy relative to the best compared isomer or geometry (same formula, charge and spin): 11.4 kJ/mol
Molecular weight: 853.2 g mol⁻¹
E_tot: -4210.6349 hartree

Cartesian coordinates (Å):
Ti: -0.323 -0.128 -1.027
I: -3.368 6.199 1.299
C: -2.926 4.208 0.851
C: -2.714 3.302 1.879
C: -2.405 1.985 1.576
I: -2.113 0.602 3.102
C: -2.289 1.546 0.251
O: -1.962 0.306 -0.055
C: -2.549 2.480 -0.772
C: -2.514 1.966 -2.178
N: -1.169 1.452 -2.529
C: -0.223 2.521 -2.847
C: 1.197 2.099 -2.584
C: 2.266 2.934 -2.887
C: 3.549 2.491 -2.641
C: 3.735 1.221 -2.112
C: 2.624 0.456 -1.831
N: 1.376 0.890 -2.054
C: -2.856 3.797 -0.471
H: -2.786 3.614 2.911
H: -2.829 2.747 -2.879
H: -3.202 1.124 -2.270
H: -1.273 0.844 -3.337
H: -0.462 3.395 -2.235
H: -0.308 2.833 -3.893
H: 2.083 3.914 -3.308
H: 4.398 3.125 -2.860
H: 4.724 0.833 -1.914
H: 2.705 -0.538 -1.409
H: -3.054 4.498 -1.273
N: -0.412 -4.379 -2.344
C: -0.118 -3.151 -1.800
S: -0.201 -1.770 -2.883
N: 0.193 -3.106 -0.550
N: 0.372 -1.819 -0.071
C: 1.010 -1.707 1.100
C: 1.430 -2.876 1.906
C: 0.491 -3.805 2.353
C: 0.883 -4.880 3.131
C: 2.220 -5.051 3.468
C: 3.162 -4.137 3.023
C: 2.767 -3.055 2.247
C: 1.238 -0.375 1.531
C: 1.830 -0.013 2.764
C: 1.986 1.305 3.082
C: 1.552 2.298 2.179
C: 0.969 1.889 1.010
N: 0.798 0.599 0.671
H: -0.306 -4.458 -3.341
H: -0.106 -5.170 -1.799
H: -0.548 -3.677 2.076
H: 0.143 -5.592 3.474
H: 2.525 -5.895 4.074
H: 4.207 -4.265 3.276
H: 3.504 -2.343 1.896
H: 2.135 -0.791 3.449
H: 2.429 1.586 4.029
H: 1.651 3.351 2.399
H: 0.593 2.618 0.297
Cl: -5.215 0.010 -0.483
C: -4.818 -1.720 -0.558
Cl: -3.452 -2.057 -1.619
H: -5.688 -2.244 -0.935
H: -4.558 -2.040 0.444

=====

# 6
ORCA calculation (ωB97M-V/def2-TZVPD) on a 2-piece molecular cluster, C2H8O3 overall at a distorted geometry.

Properties
Gap between HOMO and LUMO: 10.9 eV
SMILES: COCO.O
Energy relative to the best compared isomer or geometry (same formula, charge and spin): 88.0 kJ/mol
Molecular weight: 80.1 g mol⁻¹
E_tot: -306.6764 hartree

Cartesian coordinates (Å):
O: 1.021 2.704 -2.230
O: -0.001 1.099 -0.911
C: 0.000 0.000 0.000
C: 1.221 1.550 -1.438
H: 0.459 2.335 -2.943
H: 0.455 -0.855 -0.529
H: -0.945 -0.334 0.460
H: 0.686 0.324 0.801
H: 1.628 0.764 -2.102
H: 1.997 1.792 -0.687
O: 2.656 5.442 -1.975
H: 2.008 4.785 -2.314
H: 2.993 5.897 -2.780

=====

# 7
ORCA calculation (ωB97M-V/def2-TZVPD) on C59H50MoN9OPS as an isolated structure at a distorted geometry.

Properties
Multiplicity: 3
Gap between HOMO and LUMO (alpha / beta): 5.4 / 7.2 eV
Net charge: +2
Molecular weight: 1060.1 g mol⁻¹
E_tot: -3653.6413 hartree

Cartesian coordinates (Å):
Mo: 0.708 -0.907 -0.214
C: 5.733 1.031 1.290
N: 4.793 0.359 0.432
C: 3.447 0.324 0.652
N: 2.927 -0.564 -0.213
C: 3.955 -1.041 -1.028
C: 5.125 -0.415 -0.686
C: 6.470 -0.573 -1.254
C: 7.500 -1.185 -0.484
C: 8.724 -1.357 -1.057
C: 8.970 -0.933 -2.335
C: 7.999 -0.258 -3.071
C: 6.716 -0.054 -2.524
C: 3.863 -2.097 -2.067
C: 4.188 -3.412 -1.746
C: 4.127 -4.381 -2.764
C: 3.627 -4.036 -4.008
C: 3.152 -2.776 -4.263
C: 3.347 -1.803 -3.303
P: 2.591 1.409 1.761
C: 1.405 2.102 0.486
N: 0.779 1.355 -0.423
C: 0.145 2.210 -1.298
C: 0.317 3.501 -0.819
N: 1.201 3.396 0.229
C: 1.600 4.505 1.076
C: -0.212 4.757 -1.445
C: -1.208 5.495 -0.852
C: -1.696 6.673 -1.539
C: -1.243 7.013 -2.790
C: -0.286 6.159 -3.430
C: 0.245 5.114 -2.744
C: -0.602 1.743 -2.470
C: -0.319 0.519 -3.061
C: -1.164 -0.010 -4.055
C: -2.199 0.715 -4.552
C: -2.469 2.001 -3.958
C: -1.701 2.493 -2.925
C: 1.418 0.276 2.604
N: 0.574 -0.519 1.947
C: -0.370 -0.955 2.875
C: -0.042 -0.440 4.107
N: 1.082 0.345 3.915
C: 1.898 1.004 4.950
C: -0.620 -0.706 5.450
C: 0.173 -1.493 6.297
C: -0.296 -1.660 7.571
C: -1.497 -1.117 7.987
C: -2.309 -0.414 7.141
C: -1.861 -0.186 5.867
C: -1.458 -1.805 2.475
C: -1.257 -3.088 1.995
C: -2.339 -3.916 1.669
C: -3.581 -3.383 1.651
C: -3.866 -2.087 2.129
C: -2.801 -1.370 2.597
H: 5.331 2.020 1.623
H: 5.864 0.421 2.229
H: 6.692 1.197 0.834
H: 7.217 -1.598 0.467
H: 9.464 -1.842 -0.448
H: 9.974 -1.098 -2.717
H: 8.278 0.148 -4.032
H: 5.882 0.419 -3.056
H: 4.608 -3.700 -0.794
H: 4.511 -5.352 -2.505
H: 3.399 -4.793 -4.836
H: 2.613 -2.573 -5.208
H: 3.019 -0.749 -3.471
H: 2.452 4.335 1.677
H: 1.770 5.371 0.402
H: 0.705 4.743 1.720
H: -1.578 5.307 0.140
H: -2.369 7.282 -0.979
H: -1.553 7.935 -3.332
H: 0.071 6.320 -4.459
H: 0.965 4.426 -3.134
H: 0.539 -0.056 -2.682
H: -0.922 -0.915 -4.579
H: -2.866 0.382 -5.339
H: -3.224 2.619 -4.406
H: -2.050 3.430 -2.532
H: 1.292 1.192 5.825
H: 2.837 0.509 5.122
H: 2.166 1.926 4.462
H: 1.097 -1.874 5.927
H: 0.258 -2.265 8.316
H: -1.870 -1.311 9.026
H: -3.280 -0.004 7.361
H: -2.425 0.314 5.139
H: -0.274 -3.425 1.979
H: -2.241 -4.934 1.227
H: -4.402 -3.910 1.224
H: -4.900 -1.698 2.033
H: -3.025 -0.335 2.968
O: -3.890 3.489 2.076
H: -4.402 3.588 1.213
H: -3.264 4.161 2.092
S: 1.051 -2.803 -1.057
C: -3.489 0.514 -0.539
C: -2.170 0.394 -0.185
N: -1.488 -0.749 -0.418
C: -2.102 -1.762 -0.972
C: -3.463 -1.756 -1.303
C: -4.123 -0.533 -1.133
C: -3.977 -2.975 -1.974
C: -5.167 -3.499 -2.160
C: -6.417 -2.929 -1.607
C: -7.612 -3.159 -2.259
C: -8.740 -2.685 -1.647
N: -8.781 -2.004 -0.520
C: -7.558 -1.872 0.028
N: -6.385 -2.248 -0.457
H: -3.997 1.465 -0.446
H: -1.595 1.097 0.359
H: -1.528 -2.731 -1.050
H: -5.147 -0.408 -1.588
H: -3.124 -3.542 -2.374
H: -5.231 -4.461 -2.709
H: -7.610 -3.710 -3.199
H: -9.698 -2.869 -2.146
H: -7.521 -1.435 1.006

=====

# 8
ORCA calculation (ωB97M-V/def2-TZVPD) on a 2-piece molecular cluster, H3OPS3 overall at a distorted geometry.

Properties
Gap between HOMO and LUMO: 9.0 eV
SMILES: O=P(=S)S.S
Energy relative to the best compared isomer or geometry (same formula, charge and spin): 30.6 kJ/mol
Molecular weight: 146.2 g mol⁻¹
E_tot: -1612.9673 hartree

Cartesian coordinates (Å):
O: 1.236 2.615 1.935
P: 1.060 1.250 1.533
S: 1.187 -0.408 2.640
S: 1.117 1.123 -0.554
S: -1.657 -1.997 -2.006
H: -0.948 -1.158 -1.087
H: 0.784 -0.220 -0.643
H: -2.780 -1.204 -1.818

=====

# 9
ORCA calculation (ωB97M-V/def2-TZVPD) on C5H10O2 as an isolated structure at a distorted geometry.

Properties
Gap between HOMO and LUMO: 9.0 eV
Energy relative to the best compared isomer or geometry (same formula, charge and spin): 572.4 kJ/mol
Molecular weight: 102.1 g mol⁻¹
E_tot: -346.8074 hartree

Cartesian coordinates (Å):
C: -1.240 -1.224 -1.407
O: -0.467 -0.142 -0.936
C: -0.707 0.115 0.422
C: 0.019 -0.691 1.467
C: 0.376 0.744 1.182
C: 1.858 1.147 -0.097
O: 1.387 2.053 -0.988
H: -2.316 -1.018 -1.313
H: -1.013 -2.146 -0.853
H: -0.994 -1.364 -2.462
H: -1.725 0.434 0.629
H: -0.510 -0.946 2.386
H: 0.711 -1.457 1.120
H: 0.100 1.507 1.928
H: 1.792 1.280 0.995
H: 1.941 0.139 -0.488
H: 0.788 1.568 -1.582

=====

# 10
ORCA calculation (ωB97M-V/def2-TZVPD) on C21H19N4O6SV as an isolated structure.

Properties
Multiplicity: 2
Gap between HOMO and LUMO (alpha / beta): 7.6 / 8.0 eV
Net charge: +1
Energy relative to the best compared isomer or geometry (same formula, charge and spin): 78.0 kJ/mol
Molecular weight: 506.4 g mol⁻¹
E_tot: -2824.2724 hartree

Cartesian coordinates (Å):
V: -0.442 0.799 0.953
O: 5.379 1.874 2.116
C: 4.101 1.671 1.803
C: 3.537 2.108 0.593
C: 2.213 1.827 0.374
N: 1.525 1.100 1.249
C: 1.974 0.877 2.480
C: 3.284 1.116 2.802
C: 0.788 0.706 3.424
O: 0.883 0.318 4.550
O: -0.329 1.130 2.824
C: 1.228 2.516 -0.571
O: 1.563 3.100 -1.562
O: 0.012 2.423 -0.063
H: 5.857 2.313 1.401
H: 4.087 2.720 -0.111
H: 3.660 0.962 3.804
N: -2.109 0.650 -2.937
C: -0.940 0.082 -3.418
C: -0.517 -0.252 -4.700
C: 0.743 -0.798 -4.809
C: 1.559 -1.011 -3.684
C: 1.136 -0.683 -2.415
C: -0.137 -0.129 -2.292
N: -0.824 0.306 -1.173
C: -1.977 0.766 -1.599
C: -2.909 1.342 -0.638
C: -4.171 1.814 -0.777
S: -4.755 2.383 0.726
C: -3.303 1.931 1.476
N: -2.431 1.413 0.656
H: -2.885 0.969 -3.493
H: -1.139 -0.085 -5.569
H: 1.118 -1.069 -5.786
H: 2.542 -1.441 -3.824
H: 1.760 -0.846 -1.544
H: -4.780 1.866 -1.665
H: -3.106 2.074 2.528
C: 0.196 -3.005 0.428
C: -0.809 -2.281 1.311
C: -2.239 -2.547 0.858
C: -0.614 -2.616 2.783
O: -0.591 -0.875 1.168
H: 0.070 -4.082 0.531
H: 1.214 -2.748 0.723
H: 0.048 -2.736 -0.619
H: -2.461 -3.610 0.946
H: -2.365 -2.250 -0.185
H: -2.942 -1.990 1.479
H: -0.821 -3.672 2.952
H: -1.289 -2.022 3.401
H: 0.410 -2.410 3.094